1.
The following is a DFT calculation (the ωB97M-V functional and the def2-TZVPD basis) of a molecular structure, C6H7INOP in a non-equilibrium geometry.

Values from the calculation:
- HOMO-LUMO gap (Ha) = 0.3075

Each line ends with the Löwdin charge.
Element x y z (Å)
H: 1.2516 0.0311 -1.9058  -0.0453
I: 3.2074 0.4443 -0.1760  0.8107
H: 2.7071 0.0844 -2.7672  -0.0334
H: 2.0507 -1.4968 -1.7984  0.0723
C: -2.2774 0.3288 -0.5834  -0.1513
N: -1.2839 1.1624 -0.6316  0.0390
C: 2.2487 -0.3311 -1.9289  -0.5187
C: -0.1883 0.1298 1.2015  -0.3832
C: -0.2871 1.1781 0.2609  -0.1870
O: 1.6182 1.0029 3.2882  -0.5252
C: -2.2783 -0.7609 0.3457  -0.0584
H: 0.5090 1.8212 -0.0119  0.0543
H: -3.1828 -1.3030 0.5081  0.0910
H: -3.0384 0.2964 -1.3649  0.1043
H: -1.2517 -1.6155 2.0079  0.1203
C: -1.1953 -0.8178 1.1962  -0.1516
P: 1.3905 -0.1541 2.3596  0.7622


2.
The following is a DFT calculation (the ωB97M-V functional and the def2-TZVPD basis) of a molecular structure, C36H39F3N2O3V in a non-equilibrium geometry.

Values from the calculation:
- expectation value of S² = 2.03
- total charge = -1
- HOMO-LUMO gap (spin up / spin down) (Ha) = 0.2425 / 0.2693
- spin multiplicity = 3

Each line ends with the Löwdin spin population.
Element x y z (Å)
H: 2.0445 2.0835 -3.2643  0.0000
C: -1.9184 -1.0513 -3.5301  0.0004
H: -5.0846 0.3503 -0.9728  0.0000
H: -3.8321 -0.2612 -4.0085  0.0002
H: 0.7692 3.6862 -0.8826  0.0004
C: -2.6890 -3.0823 0.2614  0.0012
H: 1.2849 -2.0830 4.0793  0.0003
C: 0.1594 4.7351 2.2110  0.0118
H: -1.7811 1.0761 3.5919  -0.0002
H: -0.8986 4.5029 2.1955  0.0007
C: 1.3292 -0.7926 0.0730  -0.0244
C: -1.8259 -2.3115 1.2117  0.0000
C: -0.4414 -2.5388 1.4423  0.0021
O: 0.0245 -1.9976 -2.6183  0.0102
C: 2.4696 -1.0634 -0.2716  0.0645
H: -1.7345 -1.5061 -4.4931  -0.0001
H: 0.3675 -3.5427 -0.2808  0.0002
F: 3.7252 7.8290 2.8731  0.0002
C: 0.1948 1.3204 1.1413  -0.0193
C: -2.3013 0.1480 -1.0906  0.0150
C: -0.0122 -1.6137 2.4403  0.0004
C: -1.1401 -0.8231 2.8187  -0.0023
H: -3.6064 -2.5362 0.0291  0.0000
H: -0.1149 6.7634 2.8553  -0.0003
C: 0.3570 -3.6376 0.8075  0.0034
H: 2.9197 3.1070 -1.1625  0.0001
F: 1.8087 8.6208 2.2672  0.0007
H: 2.5064 1.6132 -0.2767  0.0003
C: 5.2287 -3.0133 -1.8779  -0.0004
H: 0.5309 3.9020 -2.6276  0.0002
H: 3.0748 -3.1391 -1.8074  0.0007
H: -0.1690 0.6062 4.0823  -0.0001
C: -1.2715 3.4828 -1.4972  0.0000
H: -4.3315 1.8899 -1.3666  0.0000
H: 1.3926 -3.6127 1.1418  0.0002
C: 0.6095 2.4170 1.4906  0.0608
H: -1.5163 4.5326 -1.3071  0.0000
C: 2.8077 2.0219 -1.2446  0.0009
C: 6.1987 -1.1629 -0.7006  -0.0006
H: 1.7940 0.5428 -2.4094  -0.0001
C: -0.9180 -1.2451 -2.4678  0.0058
C: 2.8702 5.3091 2.2329  -0.0008
H: -5.1284 0.9443 -2.6456  0.0000
C: 1.0673 3.7272 1.8535  0.0109
C: 3.9602 -2.5988 -1.4903  0.0093
H: 5.3379 -3.9005 -2.4909  -0.0002
H: -2.1671 -3.2758 -0.6792  0.0000
C: -2.2593 -1.2858 2.0861  -0.0125
H: -1.8465 3.1368 -2.3638  0.0000
C: 2.3998 7.6554 2.9983  0.0017
H: -0.0670 -4.6135 1.0685  0.0005
H: 7.0691 -0.5969 -0.3888  -0.0002
H: 2.0860 -2.0418 2.4943  0.0001
N: -1.1660 -0.5435 -1.2818  0.0077
H: 7.3445 -2.6243 -1.7878  0.0006
H: -4.0481 -0.2715 1.4246  -0.0008
H: -3.7729 -0.2165 3.1593  0.0001
C: -4.5282 0.8884 -1.7397  0.0000
C: 3.7870 -1.4599 -0.6898  0.0110
C: 0.5991 5.9958 2.5769  -0.0012
C: 1.7917 1.6251 -2.2996  -0.0001
C: -1.1698 0.2233 3.8887  0.0014
H: -1.5702 -0.1783 4.8238  0.0000
C: 2.4292 4.0426 1.8672  0.0127
H: 3.7816 1.6010 -1.5184  0.0000
C: 4.9313 -0.7467 -0.3078  0.0092
H: 4.8079 0.1375 0.3073  0.0007
C: 1.3222 -1.5705 3.1123  0.0029
H: -1.5593 2.8846 -0.6285  -0.0001
C: -3.6788 -0.8468 2.2748  -0.0016
V: -0.5429 -0.4420 0.6458  1.7879
N: -3.2808 0.2091 -2.0577  0.0013
H: -2.9776 -4.0513 0.6798  0.0000
O: -2.4753 0.7327 0.0101  0.0010
H: 1.6412 -0.5404 3.2802  -0.0001
C: 6.3561 -2.3000 -1.4844  0.0079
C: 0.2099 3.3204 -1.7508  0.0005
C: -3.0439 -0.3802 -3.2775  0.0043
F: 2.0906 7.9277 4.2818  0.0009
H: 3.1386 3.2743 1.5839  0.0007
H: -4.3263 -1.7150 2.4080  -0.0004
C: 1.9571 6.2854 2.5901  0.0113
O: 0.4535 1.9540 -1.9638  0.0010
H: 3.9283 5.5359 2.2372  -0.0003


3.
The following is a DFT calculation (the ωB97M-V functional and the def2-TZVPD basis) of a gas-phase ion, C9H11N2 (charge +1) in a non-equilibrium geometry.

Values from the calculation:
- total charge = +1
- HOMO-LUMO gap (Ha) = 0.2969

Each line ends with the Löwdin charge.
Element x y z (Å)
C: 1.2913 -0.1922 -0.0165  -0.3128
C: -0.6674 -2.0325 -0.0137  -0.0489
C: -0.5464 1.5230 0.0314  -0.1158
H: 1.4186 0.8269 1.8383  0.0815
N: 0.5555 -1.5048 0.2312  -0.0075
C: -1.8765 1.4987 0.2646  -0.0664
C: -2.7713 -0.6835 0.2129  0.0254
H: -0.6681 -3.0834 -0.2831  0.1629
C: 2.0654 0.5784 1.0151  -0.0248
N: -1.8233 -1.4880 0.2411  0.1818
H: 2.3351 1.5415 0.4903  0.1063
H: 0.9380 1.5565 -1.4059  0.1600
H: 3.0918 0.1111 1.2353  0.1221
H: -0.2467 -0.0568 -1.5447  0.1209
C: 0.3204 0.6726 -0.9333  -0.0920
H: -0.0086 2.4754 0.5221  0.1633
C: 1.7232 -1.6683 -0.5381  -0.0171
H: 2.6523 -2.1255 -0.0996  0.1375
C: -3.0807 0.5200 -0.1239  0.0115
H: -2.3225 2.3227 0.9316  0.1317
H: -4.0216 1.0466 -0.3881  0.1328
H: 1.6414 -1.8383 -1.6670  0.1475


4.
The following is a DFT calculation (the ωB97M-V functional and the def2-TZVPD basis) of a molecular structure, C46H57F5O8S4 in a non-equilibrium geometry.

Values from the calculation:
- HOMO-LUMO gap (Ha) = 0.3554

Each line ends with the Löwdin charge.
Element x y z (Å)
H: -6.3855 1.3644 -0.3242  0.1122
S: -0.0381 3.8227 -2.6512  0.6464
C: -0.1493 -0.5892 0.6897  -0.1557
H: 5.2702 -2.6272 -3.2403  0.0912
H: 2.9660 -4.2509 0.4706  0.0505
H: 1.1810 2.7304 0.4423  0.1486
H: -1.5017 0.8970 5.1145  0.0757
H: 2.2478 -4.9746 -1.9180  0.1276
H: 0.3039 -7.4500 1.7125  0.1622
H: -0.2111 3.5268 3.9037  0.1362
C: 0.8473 -1.6097 -2.9842  -0.0434
C: 0.5841 -0.5943 -3.8845  -0.2620
H: -5.2576 1.8758 6.5982  0.0686
C: -4.5596 1.4975 -1.3919  -0.3207
S: 1.3905 -0.1684 1.5708  0.7196
C: -0.5268 -6.8427 1.1101  0.0254
H: -3.6774 2.9919 2.4384  0.1520
S: -1.8393 5.1688 3.2545  0.7170
H: -2.2322 5.2507 1.0035  0.0883
H: 0.3679 -3.6900 -2.0132  0.1149
C: -4.9895 -0.1426 0.4151  -0.0414
C: -0.5728 -6.8569 -0.3657  -0.0784
H: -0.7226 2.9682 1.5805  0.1393
H: -1.4754 1.7362 2.6014  0.1094
O: 2.4392 0.1602 0.6220  -0.3144
H: 3.4958 -3.9621 -3.6307  0.1084
F: -5.0449 2.5002 -2.1677  0.0640
H: -0.9468 -0.0659 -5.4172  0.1432
C: -3.1589 -0.4820 -1.1831  -0.0239
C: 3.7901 -3.7183 -2.6212  -0.1278
H: 1.7069 5.0743 0.1138  0.0867
H: -2.3284 -4.4392 1.8141  0.0572
H: -2.4279 -1.0073 -1.6097  0.0283
H: -0.0342 4.7925 0.1973  0.1480
H: -0.4377 -1.6768 3.2300  0.1294
C: 0.2307 -2.1959 2.4864  -0.1854
O: -2.6862 5.4780 4.3756  -0.3071
C: -2.0459 -5.0826 -0.2085  -0.0443
C: 4.6842 2.1088 -1.7762  -0.2303
C: -1.5519 -1.7464 -4.2898  -0.0764
O: -1.4853 3.9699 -2.7222  -0.3310
C: -1.1556 -2.7683 -3.4623  -0.0954
H: -3.6813 -2.0076 0.1471  0.0941
C: 5.2814 -2.3819 -1.0765  0.0715
C: 3.1196 -4.2922 -1.5475  -0.0550
H: 0.1781 -3.2948 2.7010  0.1379
C: -3.2924 1.4332 6.0766  -0.2457
C: -1.1798 3.5035 3.4385  -0.2690
H: -3.0903 2.7465 0.8891  0.0672
H: 1.4607 5.4165 -2.2405  0.1314
H: -4.7937 -1.1737 3.7367  0.0454
H: 3.4381 2.1526 -3.5038  0.1049
H: -0.0470 6.0105 -1.6385  0.1369
H: 0.6654 1.8476 -2.0776  0.0793
C: 4.5155 -2.9571 -0.0356  -0.2552
C: -2.8274 3.2358 1.7288  -0.1800
C: 1.5972 -1.6790 2.2876  -0.2275
C: -2.4870 0.6961 5.1898  -0.0205
H: 4.2305 0.4239 -3.0667  0.1758
C: -2.7785 4.7514 1.7788  -0.1888
H: 2.1595 -1.7209 3.0506  0.0616
H: 2.2165 3.1241 -0.9918  0.0817
H: 1.9338 -1.5490 -2.4806  0.1502
C: -1.9211 -5.0011 1.1654  -0.0135
H: -2.4136 -1.1037 3.9753  0.1167
C: -1.3759 -6.0529 -0.9632  -0.1336
C: -5.2731 0.3623 5.1327  -0.0403
H: 6.6587 2.3957 -1.0437  0.0728
H: -2.5394 -4.4231 -0.7906  0.0617
C: -3.0727 -0.2500 4.3540  -0.0831
C: -5.3810 0.9980 -0.4290  -0.0024
C: -3.9648 -0.9669 -0.1065  -0.0873
O: 6.8955 -0.1009 -3.2382  -0.2680
C: -0.4565 -1.9842 1.2081  -0.2230
H: -3.7272 5.1861 1.8263  0.0877
O: 0.6722 3.6713 -3.8421  -0.2620
C: 1.2211 3.2165 -0.6540  -0.2255
H: -2.4222 -1.8765 -4.5605  0.0236
C: 6.1459 1.7199 -1.5600  -0.2229
H: -0.3139 -2.6245 0.5048  0.0400
H: 5.1713 1.1568 -4.9829  0.1350
H: 4.5451 3.2772 -1.6537  0.1495
C: 3.4605 -3.7808 -0.2240  -0.0158
O: 7.7645 2.1430 -3.4454  -0.2759
C: 4.7747 -2.7990 -2.3267  -0.0715
O: -0.7291 5.9953 2.8346  -0.3283
H: 6.1712 1.0165 -0.8471  0.0678
F: 4.8783 -2.6390 1.2438  0.0475
C: 4.2896 1.6623 -3.0889  -0.3073
F: -0.9614 -5.8299 3.1616  0.0765
C: -1.1541 -5.8917 1.8336  -0.3311
H: 5.9446 -1.8003 -0.7607  0.0369
C: 0.0680 -2.7631 -2.6714  -0.0423
H: -1.5844 3.1581 4.2770  0.0389
H: 4.0845 1.7756 -0.7444  0.1625
H: -1.5648 -1.9238 1.2905  0.1159
H: 0.1196 -0.3927 -0.2092  0.0175
F: 1.4346 0.4413 -4.2116  0.0417
H: -6.3029 0.2908 5.1491  0.0785
H: -5.8101 -0.4604 1.0854  0.1022
C: 0.9594 4.7170 -0.4011  -0.2267
C: -3.4979 0.8005 -1.8335  0.0286
F: -2.8148 2.3999 6.8464  0.0895
O: 0.9963 0.9331 2.4506  -0.3239
C: -0.6170 -0.7432 -4.5746  0.0086
H: -0.1142 -7.6350 -0.8910  0.0924
C: -4.7114 1.3295 5.9750  0.0222
C: -4.4409 -0.4974 4.3723  -0.0751
S: 6.7189 1.2814 -3.1133  0.5954
H: -0.9749 -0.0231 0.8284  0.0618
H: -0.6609 2.2015 -0.9432  0.1150
H: 2.1079 -2.1983 1.5330  0.0881
H: -3.1795 0.9793 -2.7733  0.0825
C: 0.2164 2.5784 -1.4682  -0.2436
H: -1.8237 -3.5878 -3.3022  0.0819
H: -1.8036 -6.0096 -1.9743  0.1253
C: -1.5915 2.7905 2.3407  -0.3054
C: 5.3515 1.7457 -4.0790  -0.2516
C: 0.5911 5.1136 -1.6200  -0.3150
H: 5.2752 2.7631 -4.3100  0.1017


5.
The following is a DFT calculation (the ωB97M-V functional and the def2-TZVPD basis) of 2 unconnected molecules or ions with the total composition C4H12NO in a non-equilibrium geometry.

Values from the calculation:
- total charge = +1
- HOMO-LUMO gap (Ha) = 0.1988

Each line ends with the Löwdin charge.
Element x y z (Å)
H: 0.6105 2.0744 2.0315  0.0740
C: -0.3100 -1.7959 0.6598  -0.0087
N: 2.0171 1.3142 0.7142  -0.0156
H: 1.5338 0.5481 0.2588  0.0094
H: -1.5912 -1.6810 -2.0400  0.1239
H: 0.4765 -2.2107 1.2874  0.1214
H: 2.7617 1.5854 0.0838  0.0863
C: 1.3465 2.4404 1.3214  -0.1551
H: 2.0697 3.0299 1.8812  0.0899
H: -0.8942 0.3961 -1.8669  0.1369
C: -1.1604 -0.1140 -0.9406  -0.2094
H: 0.7999 -1.0413 -1.0603  0.1520
H: 0.8305 3.0831 0.6041  0.0766
C: 0.0198 -0.8076 -0.3366  0.0975
H: -0.8317 -2.6017 0.1156  0.1530
H: -1.0781 -1.3724 1.3103  0.1227
O: -2.0690 -1.1283 -1.3915  -0.0062
H: -1.8049 0.5365 -0.3629  0.1514


6.
The following is a DFT calculation (the ωB97M-V functional and the def2-TZVPD basis) of a molecular structure, C24H23BClN16RuSe.

Values from the calculation:
- expectation value of S² = 6.05
- total charge = +1
- HOMO-LUMO gap (spin up / spin down) (Ha) = 0.2738 / 0.2378
- spin multiplicity = 5

Each line ends with the Löwdin spin population.
Element x y z (Å)
N: 0.6337 0.3139 -2.0537  0.1121
C: -4.4497 -2.8411 -0.0071  -0.0025
H: 3.4709 0.7188 1.7918  0.0003
H: 1.7949 1.7331 -0.9505  -0.0001
N: -2.9820 1.3866 -4.0192  0.0386
C: -0.9578 0.1089 3.8276  0.0151
N: -2.2217 -2.0858 -0.5026  -0.0028
C: -3.5508 -1.8577 -0.3771  0.1437
C: 0.0063 3.4405 1.0717  0.0329
C: 1.6429 0.7116 -4.0015  0.0034
C: -2.4974 0.7846 -3.0215  0.0295
C: -2.6428 -4.4042 0.0585  0.0019
H: 3.7151 3.7624 3.9102  0.0000
N: -0.7950 1.6668 0.0529  0.0229
H: 1.9677 0.7542 -5.0272  0.0006
N: -0.5155 0.2395 2.5672  0.0045
C: 3.2112 2.5296 -3.2294  0.0010
N: -2.0736 0.1920 -2.1002  0.0475
Ru: -1.1080 -0.2720 -0.4033  2.3962
N: -1.6391 3.2527 -4.9778  0.0138
N: 0.0354 2.1019 1.0388  -0.0013
C: 1.5581 1.2383 -1.8794  0.0063
H: -2.6104 -1.0830 4.6753  0.0002
N: -2.1026 -5.6288 0.1895  0.3747
H: -4.6725 -4.9174 0.5546  0.0046
C: 2.9048 -0.0062 1.2296  0.0027
C: 0.6745 -0.0220 -3.3861  0.0074
H: -5.4961 -2.5868 0.0809  -0.0030
C: -1.7981 -3.3399 -0.3659  0.0387
C: -4.0034 -4.1232 0.2532  0.1133
H: 1.0009 -3.7508 -2.1096  0.0008
C: 3.0775 2.8950 3.8424  0.0000
H: -2.0139 2.6508 -1.3544  0.0006
H: 0.6153 3.9704 1.7823  0.0015
H: 3.8151 2.6212 -2.3299  0.0000
C: 0.0477 -3.2627 -1.9332  0.0184
C: 3.3112 -1.1022 0.5048  0.0036
Cl: -1.0029 -3.6010 -3.3467  0.0124
H: 1.7035 0.0032 4.4295  0.0001
H: 4.3174 -1.4555 0.3587  0.0006
B: 0.6730 1.0384 1.9828  0.0000
N: 1.5154 1.6498 3.0812  -0.0001
H: -3.8708 -0.8426 -0.5640  0.0104
H: 3.6518 1.5439 5.5377  0.0000
H: -2.9258 -1.7739 2.0583  0.0018
N: -0.5207 -3.7409 -0.6966  0.0930
C: 3.0455 1.7575 4.6740  0.0000
C: -2.2556 2.3875 -4.5239  0.0031
Se: -0.4024 -5.5713 -0.3125  0.2471
H: 2.7444 3.4862 -3.4574  0.0000
H: 2.0058 -2.5514 -0.5626  0.0001
N: -1.2781 -0.5043 1.7398  0.0546
C: 2.1232 -1.6660 0.0352  0.0072
N: 2.1816 2.8139 2.8778  0.0000
C: -0.8499 3.8950 0.0780  0.0109
C: -2.0302 -0.7607 3.8288  0.0041
H: -1.0834 4.9169 -0.1645  0.0002
H: 0.2041 -2.1910 -1.8895  0.0036
C: -1.3288 2.7535 -0.5320  0.0218
H: -0.4894 0.6449 4.6344  0.0011
N: 1.0686 -0.9653 0.4350  0.0793
C: 2.0518 0.9821 4.1431  0.0000
H: 3.8545 2.2383 -4.0550  0.0002
N: 2.1940 1.5081 -3.0323  0.0021
H: -0.0122 -0.7253 -3.8297  0.0002
N: 1.5564 0.0591 1.1737  0.0023
C: -2.1934 -1.1179 2.4966  0.0166


| no. | calculated total energy (a.u.) |
| --- | --- |
| 1 | -1001.82110 |
| 2 | -2974.10662 |
| 3 | -458.59720 |
| 4 | -4480.40104 |
| 5 | -289.18954 |
| 6 | -4785.64824 |